Record 1
This record from OMol25 describes C5H11NdO3 as an isolated structure at a distorted geometry. The level of theory is ωB97M-V with the def2-TZVPD basis set.

Element x y z (Å)
C 1.4136 0.6742 0.9306
O 0.3614 1.1666 0.0691
C -0.1655 0.2868 -0.8922
C -0.7522 -0.9810 -0.2971
O -1.6905 -0.6208 0.7077
C -3.0592 -0.7330 0.3512
H 1.8717 1.5556 1.4059
H 1.6247 -0.4089 1.0112
H 0.6151 -0.0060 -1.6130
H -0.9632 0.8748 -1.3675
H -0.0020 -1.6166 0.1920
H -1.1900 -1.5873 -1.1028
H -3.2916 -0.0596 -0.4856
H -3.2614 -1.7877 0.1153
H -3.6801 -0.4759 1.2161
Nd -0.8954 0.7638 2.5955
O 3.1767 1.7271 -1.4341
C 3.0714 0.7909 -0.5802
H 3.8984 0.6762 0.1607
H 2.9181 -0.2391 -0.9826

For the highest occupied orbital energy (alpha / beta), the calculation gives -10.06 / -10.14 eV. Its multiplicity is 5. As for the HOMO-LUMO gap (alpha / beta): 5.2 / 5.3 eV. The expectation value of S² is 6.010. The net charge is +1.



Record 2
This record from OMol25 describes C18H10N3O4RuS8 as an isolated structure at a distorted geometry. The level of theory is ωB97M-V with the def2-TZVPD basis set.

Element x y z (Å)
Ru 1.0770 0.6837 -0.0038
O 1.8044 0.1694 -4.2062
C 1.7210 0.3289 -2.9036
O 0.6774 0.3366 -2.2804
C 3.0464 0.4965 -2.2367
C 4.2693 0.5529 -2.8798
C 5.4058 0.7324 -2.1058
C 5.2776 0.8148 -0.7234
C 4.0130 0.7311 -0.1721
N 2.9333 0.6043 -0.9259
C 3.6699 0.8450 1.2848
O 4.5743 0.5792 2.1918
O 2.5569 1.2085 1.6282
H 0.9147 0.0727 -4.5861
H 4.3191 0.4679 -3.9567
H 6.3815 0.7997 -2.5696
H 6.1485 0.9697 -0.0976
H 5.3804 0.1870 1.8300
S -0.2433 5.3637 4.8421
C -0.1519 4.3562 3.6016
S -0.8331 2.7456 3.6141
C -0.3357 2.2794 2.0281
C 0.4050 3.2835 1.2812
S 0.9177 3.0564 -0.2787
S 0.6626 4.7711 2.1037
S -0.7401 0.7980 1.4035
S -3.0846 -4.7607 -1.5761
C -2.0735 -3.6985 -0.8453
S -0.3389 -3.7918 -0.9829
C -0.1604 -2.2978 -0.1039
N -1.2744 -1.7844 0.2650
N -2.3474 -2.5685 -0.1217
C -3.6492 -2.0905 0.2498
C -4.6367 -2.9632 0.6668
C -5.8870 -2.4619 1.0046
C -6.1467 -1.1018 0.9365
C -5.1392 -0.2328 0.5439
C -3.8882 -0.7241 0.2036
S 1.4182 -1.6463 0.2278
H -4.4342 -4.0207 0.7486
H -6.6570 -3.1508 1.3279
H -7.1265 -0.7187 1.1929
H -5.3279 0.8332 0.4882
H -3.0980 -0.0547 -0.1083

For the highest occupied orbital energy, the calculation gives -9.73 eV. As for the HOMO-LUMO gap: 4.1 eV. The net charge is +1.



Record 3
This record from OMol25 describes one molecule with the formula C14H19NO2S at a distorted geometry. The level of theory is ωB97M-V with the def2-TZVPD basis set.

Element x y z (Å)
C -4.7050 2.9371 -2.8297
C -3.6995 2.3133 -1.7903
C -4.1713 0.7695 -1.8008
C -3.4006 -0.1091 -0.7938
O -3.9758 -1.0892 -0.4352
C -1.9291 0.0383 -0.7834
S -0.8472 -0.9772 0.0931
C 0.4293 0.2164 -0.2665
N 1.6884 0.3683 0.2664
C 2.1962 -0.7015 1.0765
C 3.1029 -0.1210 2.3136
C 3.6569 -1.1500 3.2761
C 3.5587 -2.5541 2.7692
C 3.6674 -2.7359 1.1560
C 3.0167 -1.7273 0.3060
O 0.0633 1.1922 -1.1501
C -1.3372 1.1641 -1.3747
C -2.1511 2.2391 -2.2340
H -4.7185 2.5392 -3.8055
H -4.5117 3.9927 -2.7761
H -5.6632 2.8565 -2.4681
H -3.7270 2.8750 -0.8108
H -5.1944 0.7257 -1.6391
H -4.0611 0.2253 -2.7344
H 1.3357 -1.2915 1.4893
H 3.9541 0.4928 1.8960
H 2.3094 0.4741 2.8348
H 3.2165 -1.1940 4.3253
H 4.7816 -0.8698 3.4691
H 2.5539 -2.9506 3.1431
H 4.2263 -3.3239 3.3487
H 3.2388 -3.7473 0.9304
H 4.7565 -2.7081 1.0238
H 2.3442 -2.2787 -0.3617
H 3.7196 -1.1102 -0.2981
H -2.1156 2.0068 -3.3354
H -1.6084 3.2128 -2.0298

For the highest occupied orbital energy, the calculation gives -8.24 eV. As for the HOMO-LUMO gap: 8.4 eV.



Record 4
This record from OMol25 describes C48H49F2MoN5O10PSSi as an isolated structure. The level of theory is ωB97M-V with the def2-TZVPD basis set.

Element x y z (Å)
Mo -0.1796 0.8782 0.8372
F 4.7751 -3.6302 -0.0916
C 4.6329 -1.3182 0.4882
C 2.0350 -1.2691 0.1090
C 1.6887 0.2141 0.0649
C 2.6139 1.2054 -0.0888
C 4.0513 1.0161 -0.3506
F 4.5962 2.0519 -1.0738
C 4.9023 0.0297 -0.1037
C 2.1293 2.5992 0.0604
C 2.9176 3.7455 0.1704
C 2.3102 4.9837 0.2630
C 0.9280 5.0855 0.2516
C 0.2040 3.9140 0.2360
N 0.7882 2.7200 0.1500
H 1.1899 -1.7483 0.6014
H 5.9072 0.1954 -0.4818
H 3.9909 3.6675 0.1833
H 2.9225 5.8719 0.3524
H 0.4189 6.0351 0.3157
H -0.8755 3.9053 0.3261
O -1.3063 2.1268 2.2340
S -0.1766 2.2627 3.2499
O -0.5287 1.7387 4.5367
O 0.8489 1.2946 2.5452
O 0.3767 3.5930 3.2247
O -0.4139 -2.5063 -0.7510
P 0.6926 -2.6962 -1.7087
N 0.9668 -4.3224 -1.9331
C 0.3548 -5.2830 -0.9965
C 1.1531 -6.5836 -1.1959
C 2.0000 -6.3422 -2.4494
C 2.2430 -4.8404 -2.4069
N 0.4712 -2.1352 -3.2553
C -0.3089 -2.9096 -4.2284
C -0.5143 -1.9074 -5.3554
C -0.7904 -0.6139 -4.5911
C 0.1549 -0.6928 -3.3882
N 2.0949 -1.9272 -1.2040
C 3.1284 -1.4883 -2.1328
C 4.4896 -2.1713 -1.9693
C 5.0731 -2.3393 -0.5666
C 3.2274 -1.5616 1.0198
H -0.7049 -5.4017 -1.2265
H 0.4218 -4.9300 0.0351
H 0.4985 -7.4483 -1.3007
H 1.7981 -6.7644 -0.3347
H 1.4346 -6.5982 -3.3482
H 2.9272 -6.9153 -2.4528
H 2.4877 -4.4208 -3.3874
H 3.0605 -4.5955 -1.7187
H -1.2764 -3.2167 -3.8150
H 0.2350 -3.8051 -4.5296
H -1.3212 -2.1923 -6.0305
H 0.4085 -1.8184 -5.9362
H -1.8260 -0.6040 -4.2449
H -0.6270 0.2857 -5.1840
H -0.3147 -0.3077 -2.4763
H 1.0768 -0.1286 -3.5590
H 3.2281 -0.4054 -2.0620
H 2.7911 -1.6988 -3.1464
H 5.2050 -1.6125 -2.5797
H 4.4506 -3.1768 -2.3937
H 5.3106 -1.4538 1.3400
H 6.1658 -2.3142 -0.6378
H 3.0915 -0.9403 1.9097
H 3.1671 -2.6007 1.3503
O -1.4645 1.1542 -0.5685
Si -2.8351 1.6299 -1.2908
C -4.1952 2.1922 -0.1318
C -5.4910 1.6905 -0.2665
C -6.5253 2.1420 0.5432
C -6.2767 3.1016 1.5116
C -4.9921 3.6051 1.6699
C -3.9660 3.1561 0.8536
C -3.4408 0.1550 -2.2772
C -4.1763 0.2823 -3.4579
C -4.6020 -0.8362 -4.1608
C -4.2991 -2.1060 -3.6852
C -3.5762 -2.2496 -2.5093
C -3.1496 -1.1285 -1.8094
C -2.4033 3.0567 -2.4338
C -1.1164 3.1520 -2.9679
C -0.7746 4.1768 -3.8378
C -1.7219 5.1263 -4.1957
C -3.0063 5.0491 -3.6766
C -3.3386 4.0248 -2.8003
H -5.6973 0.9243 -1.0054
H -7.5210 1.7317 0.4252
H -7.0783 3.4477 2.1531
H -4.7835 4.3341 2.4426
H -2.9633 3.5298 1.0253
H -4.3994 1.2696 -3.8509
H -5.1633 -0.7196 -5.0802
H -4.6298 -2.9821 -4.2312
H -3.3363 -3.2348 -2.1272
H -2.5700 -1.2681 -0.9044
H -0.3676 2.4201 -2.6816
H 0.2326 4.2397 -4.2312
H -1.4573 5.9297 -4.8723
H -3.7459 5.7938 -3.9445
H -4.3382 3.9891 -2.3792
O -2.4533 -2.3086 1.6283
C -1.3545 -1.9091 1.9239
O -0.8453 -0.7725 1.5490
C -0.4400 -2.6999 2.8244
C -0.6667 -4.0672 2.9536
C 0.1754 -4.8423 3.7304
C 1.2211 -4.2086 4.3834
C 1.4552 -2.8472 4.2948
C 0.6145 -2.0875 3.4962
N 2.1238 -5.0257 5.2148
O 3.0145 -4.4609 5.8128
O 1.9363 -6.2247 5.2506
H -1.5079 -4.5025 2.4316
H 0.0366 -5.9067 3.8390
H 2.2749 -2.4007 4.8360
H 0.7683 -1.0190 3.4023

For the highest occupied orbital energy (alpha / beta), the calculation gives -5.06 / -6.35 eV. Its multiplicity is 3. As for the HOMO-LUMO gap (alpha / beta): 6.7 / 7.9 eV. The expectation value of S² is 2.021. The net charge is -1.



Record 5
This record from OMol25 describes a 2-piece molecular cluster, C2H6INO2S overall at a distorted geometry. The level of theory is ωB97M-V with the def2-TZVPD basis set.

Element x y z (Å)
C -3.3183 -0.9055 -2.5412
C 0.2917 -3.0026 0.4791
N -3.2781 0.0867 -1.7689
O 0.4201 -1.1796 -1.6449
O 0.9393 -0.4083 0.8522
S -0.0997 -1.3307 -0.3037
I -3.2322 -0.1802 0.3143
H -3.4968 -2.0053 -2.3112
H -3.2930 -0.7274 -3.6374
H 1.0626 0.4274 0.5336
H 1.3525 -3.1834 0.5193
H -0.2432 -2.8016 1.3563
H -0.0434 -3.8941 -0.0361

For the highest occupied orbital energy (alpha / beta), the calculation gives -6.53 / -8.78 eV. Its multiplicity is 3. As for the HOMO-LUMO gap (alpha / beta): 7.2 / 5.8 eV. The expectation value of S² is 2.017.



Record 6
This record from OMol25 describes an isolated ion of composition C4H12N2P and charge +1 at a distorted geometry. The level of theory is ωB97M-V with the def2-TZVPD basis set.

Element x y z (Å)
C -0.7988 0.0223 -0.7699
C -0.9446 1.2547 1.2539
C 0.2608 -1.0085 -0.2736
C 2.5701 0.6413 -0.3774
N -0.6376 -1.9249 0.4192
N -1.6054 0.2203 0.4977
P 1.5253 -0.2055 0.9065
H -0.3168 0.7767 -1.3310
H -1.4017 -0.4588 -1.4100
H -0.3355 2.0151 0.8192
H -1.2411 1.2485 2.2636
H 0.7425 -1.4070 -1.0772
H 3.6326 0.0458 -0.1621
H 2.6518 1.6251 -0.0754
H 2.1426 0.5108 -1.3599
H -0.3905 -2.3474 1.3011
H -1.1123 -2.6283 -0.1333
H -2.5875 0.5334 0.5662
H -1.4963 -0.7523 0.8822

For the highest occupied orbital energy (alpha / beta), the calculation gives -12.81 / -12.05 eV. As for the HOMO-LUMO gap (alpha / beta): 8.4 / 7.8 eV. The net charge is +1.



| no. | calculated total energy (eV) |
| --- | --- |
| 1 | -26770.397 |
| 2 | -120746.907 |
| 3 | -31243.489 |
| 4 | -113796.782 |
| 5 | -26686.125 |
| 6 | -16600.742 |